{
  "formula": "C30H52BIN11OV",
  "method": "ωB97M-V/def2-TZVPD",
  "largest_force_ev_per_a": 0.64,
  "multiplicity": 3,
  "total_charge": 2,
  "homo_lumo_gap_ev": [7.59, 8.47],
  "s2": 2.012,
  "symbols": ["I", "V", "O", "N", "N", "N", "N", "N", "N", "N", "N", "N", "N", "N", "C", "C", "C", "C", "C", "C", "C", "C", "C", "C", "C", "C", "C", "C", "C", "C", "C", "C", "C", "C", "C", "C", "C", "C", "C", "C", "C", "C", "C", "C", "B", "H", "H", "H", "H", "H", "H", "H", "H", "H", "H", "H", "H", "H", "H", "H", "H", "H", "H", "H", "H", "H", "H", "H", "H", "H", "H", "H", "H", "H", "H", "H", "H", "H", "H", "H", "H", "H", "H", "H", "H", "H", "H", "H", "H", "H", "H", "H", "H", "H", "H", "H", "H"],
  "xyz": [[1.227980, 4.773550, -4.918714], [-0.275289, -0.661833, -0.568363], [1.640759, 2.939689, -1.354740], [0.232185, 0.246847, 3.557234], [-0.222556, -2.359986, -2.747316], [0.363838, -2.372514, -1.509599], [-2.233383, -1.554474, -0.744297], [3.910402, 0.514156, -1.060359], [2.360714, 5.049404, -1.720581], [-0.128675, -0.558896, 1.405826], [-1.147733, 0.772305, -1.723675], [-0.886404, 0.146006, -2.927037], [-2.491436, -1.587490, -2.089699], [1.797066, -0.027491, -0.905973], [3.533636, -3.376329, -0.670761], [-3.465504, -0.842337, 2.120822], [3.012420, 0.691194, 1.216165], [1.182505, -3.437759, -1.471155], [2.098271, -3.796809, -0.336457], [1.100608, -4.122042, -2.681516], [-1.330189, 2.282169, -3.347137], [-3.362817, -1.960925, -0.140977], [2.217870, -0.162121, -2.225951], [0.212325, 1.343198, 4.547537], [-0.605980, -1.784904, 4.718920], [2.048560, 3.804577, -2.120734], [3.521078, 0.169297, -2.332031], [-2.581394, -3.233176, 1.856955], [-2.056426, 2.954773, -0.942860], [-0.036386, 0.434534, 2.279514], [2.268655, 3.485837, -3.583326], [0.586203, -1.071100, 4.107329], [-0.980240, 1.080133, -3.900542], [-1.215058, 4.191150, -0.638182], [0.204129, -3.412796, -3.447995], [1.581016, 1.964661, 4.758108], [2.859867, 0.393309, -0.231938], [-3.454512, 3.363189, -1.425984], [-3.744827, -1.987949, -2.311100], [-3.530305, -2.153051, 1.338914], [-1.456119, 2.042061, -1.970463], [1.678610, -3.230261, 1.008941], [-4.343771, -2.229315, -1.095364], [-0.240027, 1.817084, 1.745846], [-1.358366, -1.362950, -3.101895], [4.217602, -3.716436, 0.106610], [4.194549, 0.181179, -3.168716], [-2.195565, 2.362596, -0.037308], [1.922996, 2.474921, -3.767521], [-0.193880, 3.936253, -0.363088], [1.360641, -0.891309, 4.853717], [-4.545892, -2.541604, 1.451278], [-0.163530, -3.579945, -4.446297], [-3.390952, 3.986636, -2.317814], [1.554741, -0.496620, -3.002654], [1.788014, -2.142787, 1.007511], [0.649518, -3.498971, 1.261710], [3.322013, 3.580014, -3.839990], [1.975517, 2.397275, 3.838234], [2.322552, -3.619330, 1.797799], [-1.169323, 4.842906, -1.512973], [-1.675411, 4.761590, 0.168998], [1.624051, -5.022596, -2.948298], [-4.275745, -0.175525, 1.825925], [-2.714102, -3.388175, 2.927321], [1.514424, 2.757338, 5.501137], [-0.319685, -2.786345, 5.036712], [2.117493, 1.139636, 1.626128], [-1.710305, -1.556532, -4.222771], [-0.851903, 0.794719, -4.931622], [3.248908, -0.211778, 1.782541], [1.058465, -1.667073, 3.323258], [4.827742, 0.821440, -0.780652], [-3.561094, -1.028026, 3.191021], [-0.982780, -1.256505, 5.593411], [0.289352, 2.576453, 2.312686], [-1.304602, 2.050980, 1.767349], [-2.766030, -4.183557, 1.357514], [-0.532459, 2.077867, 4.250475], [-1.509055, 3.207253, -3.865262], [-0.152931, 0.900316, 5.473820], [-4.116941, -2.078069, -3.317711], [2.298919, 1.231181, 5.123465], [-5.345620, -2.571883, -0.910022], [2.606894, 5.766803, -2.381672], [-2.523546, -0.321502, 1.945311], [2.219471, 5.303918, -0.757955], [2.070919, -4.888501, -0.272726], [3.865683, -3.795080, -1.619363], [0.106093, 1.867697, 0.710014], [3.824245, 1.402405, 1.362867], [-4.071075, 2.495293, -1.660627], [-1.418006, -1.871879, 3.999183], [-3.956607, 3.941897, -0.651156], [-0.091871, -1.478017, 1.835378], [-1.535951, -2.974477, 1.672319], [3.602804, -2.288619, -0.742838]],
  "forces_ev_per_a": [[0.0, 0.1, 0.0], [0.6, 0.2, 0.2], [0.1, 0.0, 0.1], [0.0, 0.0, 0.1], [-0.2, 0.0, 0.2], [-0.2, -0.1, -0.3], [-0.1, -0.1, -0.2], [0.0, 0.0, 0.0], [0.0, 0.0, 0.0], [-0.1, -0.2, 0.2], [-0.1, -0.1, -0.2], [0.0, -0.1, 0.2], [0.2, 0.0, 0.0], [-0.1, 0.1, -0.1], [0.0, 0.0, 0.0], [0.1, 0.1, 0.0], [0.0, 0.0, 0.0], [0.1, 0.2, 0.1], [0.0, -0.1, 0.0], [0.0, -0.1, 0.0], [0.1, 0.0, -0.1], [0.1, 0.1, 0.1], [-0.1, -0.1, 0.0], [-0.1, -0.1, 0.0], [0.0, 0.0, 0.0], [-0.1, 0.0, -0.1], [0.1, 0.0, 0.0], [0.0, 0.0, 0.0], [0.0, 0.0, 0.0], [0.2, 0.0, -0.2], [0.1, -0.1, 0.0], [0.0, 0.1, -0.1], [-0.1, -0.1, 0.0], [0.0, 0.0, 0.0], [0.0, 0.1, -0.1], [0.0, 0.0, 0.0], [0.0, 0.1, 0.1], [0.0, 0.0, 0.0], [-0.1, 0.0, 0.0], [-0.1, 0.0, -0.1], [0.0, 0.0, 0.1], [0.0, 0.0, 0.0], [0.0, 0.0, 0.0], [0.0, 0.0, 0.0], [0.0, 0.0, 0.1], [0.0, 0.0, 0.0], [0.0, 0.0, 0.0], [0.1, 0.0, 0.0], [0.0, 0.0, 0.0], [0.0, 0.0, 0.0], [0.0, 0.0, 0.0], [0.0, 0.0, 0.0], [0.0, 0.0, 0.0], [0.0, 0.0, 0.0], [0.0, 0.0, 0.0], [0.0, 0.0, 0.0], [0.0, 0.0, 0.0], [0.0, 0.0, 0.0], [0.0, 0.0, 0.0], [0.0, 0.0, 0.0], [0.0, 0.0, 0.0], [0.0, 0.0, 0.0], [0.0, 0.0, 0.0], [0.0, 0.0, 0.0], [0.0, 0.0, 0.0], [0.0, 0.0, 0.0], [0.0, 0.0, 0.0], [0.0, 0.0, 0.0], [0.0, 0.0, 0.0], [0.0, 0.0, 0.0], [0.0, 0.0, 0.0], [0.0, 0.0, 0.1], [0.0, 0.0, 0.0], [0.0, 0.0, 0.0], [0.0, 0.0, 0.0], [0.0, 0.0, 0.0], [0.0, 0.0, 0.0], [0.0, 0.0, 0.0], [0.0, 0.0, 0.0], [0.0, 0.0, 0.0], [0.0, 0.0, 0.0], [0.0, 0.0, 0.0], [0.0, 0.0, 0.0], [0.0, 0.0, 0.0], [0.0, 0.0, 0.0], [0.0, 0.0, 0.0], [0.0, 0.0, 0.0], [0.0, 0.0, 0.0], [0.0, 0.0, 0.0], [0.0, 0.0, 0.0], [0.0, 0.0, 0.0], [0.0, 0.0, 0.0], [0.0, 0.0, 0.0], [0.0, 0.0, 0.0], [-0.2, 0.1, 0.0], [0.0, 0.0, 0.0], [0.0, 0.0, 0.0]]
}



{
  "formula": "C30H52BN10O2RhSbSi3",
  "method": "ωB97M-V/def2-TZVPD",
  "largest_force_ev_per_a": 1.95,
  "multiplicity": 2,
  "total_charge": 2,
  "homo_lumo_gap_ev": [5.07, 4.96],
  "s2": 1.066,
  "symbols": ["Sb", "Rh", "Si", "Si", "Si", "O", "O", "N", "N", "N", "N", "N", "N", "N", "N", "N", "N", "C", "C", "C", "C", "C", "C", "C", "C", "C", "C", "C", "C", "C", "C", "C", "C", "C", "C", "C", "C", "C", "C", "C", "C", "C", "C", "C", "C", "C", "C", "B", "H", "H", "H", "H", "H", "H", "H", "H", "H", "H", "H", "H", "H", "H", "H", "H", "H", "H", "H", "H", "H", "H", "H", "H", "H", "H", "H", "H", "H", "H", "H", "H", "H", "H", "H", "H", "H", "H", "H", "H", "H", "H", "H", "H", "H", "H", "H", "H", "H", "H", "H", "H"],
  "xyz": [[-1.861660, 0.397263, 1.852040], [0.460106, 0.124573, 0.730269], [-2.117854, 2.392967, 3.752101], [-2.351955, -2.218668, 2.520837], [-6.097230, 0.448009, -0.038780], [-0.520508, 0.911960, -1.157817], [-4.801088, -0.417917, -0.732178], [1.914013, 1.679376, 0.346705], [1.242573, -1.443400, -0.523512], [4.870563, -0.493487, -0.467389], [-2.666792, 0.239278, -0.955910], [2.088779, -0.492489, 2.060861], [-3.928776, -0.354859, -2.831064], [2.468147, -1.103896, -0.954733], [5.795541, 0.451415, -0.275844], [3.032763, 1.222215, -0.234222], [3.230780, -0.696292, 1.385843], [4.124026, -1.279658, 2.200521], [3.611282, 2.228251, -0.909635], [-0.705663, -2.753283, -1.296730], [-1.693763, 0.366462, -3.142377], [-2.867033, -0.068420, -3.644790], [-5.173467, -0.857635, -3.375619], [2.250585, -0.932437, 3.307965], [-3.319063, 1.529374, 4.944232], [0.642283, -2.151602, -1.483783], [-0.729550, -3.143184, 2.108484], [-2.906482, 3.836094, 2.791304], [8.235929, 0.704338, -0.389458], [2.840882, 3.362600, -0.750809], [3.541931, -1.448444, 3.439573], [1.169337, -0.814113, 4.324345], [-0.417383, 2.828492, 4.495468], [-6.157448, 2.151237, -0.877797], [1.764466, 2.967871, 0.046046], [0.625700, 3.752277, 0.590716], [5.481967, -1.662878, -0.798186], [-2.808785, -2.321917, 4.368478], [6.831094, -1.439266, -0.847042], [-3.758970, -2.703466, 1.325525], [-3.782424, -0.148195, -1.489986], [-7.517360, -0.752827, -0.408401], [-5.738476, 0.654245, 1.818870], [-1.555629, 0.524451, -1.713925], [6.986327, -0.071798, -0.503439], [1.514318, -2.270522, -2.567312], [2.653444, -1.588633, -2.190048], [3.432013, -0.260500, -0.084154], [0.977080, 4.476679, 1.323937], [-4.279422, 1.336431, 4.477764], [4.526104, 2.095225, -1.447348], [-0.195966, 2.204401, 5.355365], [-3.980977, -3.761788, 1.433887], [-5.558317, -0.298622, 2.306800], [-4.873387, 1.291235, 1.994354], [-3.496863, 2.163045, 5.806420], [-3.471658, -2.529993, 0.291742], [1.581911, -0.970545, 5.318099], [8.799925, 0.380920, 0.483831], [0.386426, -1.552812, 4.147581], [-6.672388, 2.114781, -1.832875], [3.017009, 4.332530, -1.166101], [-5.893578, -0.050760, -3.519389], [-0.062231, -2.536163, 1.492857], [8.867115, 0.537563, -1.259044], [-8.334057, -0.617114, 0.290178], [-6.593321, 1.102179, 2.315383], [-3.033671, -0.202014, -4.703902], [-1.305449, -2.142963, -0.620371], [-4.673063, -2.145326, 1.506484], [3.566989, -1.429940, -2.723163], [0.724298, 0.179844, 4.267097], [0.113704, 4.296049, -0.198327], [5.111670, -1.538479, 1.879482], [-5.160766, 2.548701, -1.056517], [-7.924974, -0.594599, -1.402588], [-6.687687, 2.869322, -0.262140], [8.012094, 1.761046, -0.287317], [-0.596781, -3.748588, -0.866211], [-4.978198, -1.337089, -4.332392], [-2.236607, 4.255445, 2.046498], [3.993192, -1.877230, 4.310256], [-3.819839, 3.537937, 2.285461], [4.921578, -2.558601, -0.970087], [-3.741639, -1.818471, 4.600907], [-7.207319, -1.792483, -0.340533], [-2.032413, -1.922842, 5.014525], [-0.862782, 0.611428, -3.780722], [-2.935802, -3.367042, 4.635504], [-2.933947, 0.584627, 5.311273], [0.401363, 2.728567, 3.786776], [-0.183300, -3.448684, 2.995946], [-3.165844, 4.636109, 3.479094], [-0.955694, -4.048628, 1.551962], [1.332976, -2.776073, -3.490798], [7.607839, -2.132141, -1.095360], [-0.422162, 3.856187, 4.848583], [-0.072110, 3.063481, 1.074056], [-5.597422, -1.582047, -2.682432], [-1.214494, -2.855251, -2.251441]],
  "forces_ev_per_a": [[0.4, -0.5, 0.7], [1.6, 0.6, -0.4], [-0.8, 0.7, 0.1], [-0.3, -0.4, -0.1], [-0.8, 0.3, 0.4], [1.0, -0.5, 0.7], [0.1, -0.2, -0.2], [-1.0, -0.9, 0.2], [-0.2, 0.5, 0.5], [-0.3, -0.6, -0.3], [0.7, 0.3, 1.0], [-1.8, 0.3, -0.7], [0.4, 0.2, 0.6], [0.5, -0.5, -0.7], [0.6, 1.4, 0.4], [0.6, 0.3, -0.3], [0.2, -0.1, 0.0], [-0.2, 0.1, 0.2], [-0.2, 0.2, 0.0], [0.1, 0.1, 0.0], [0.0, 0.2, 0.1], [0.4, 0.2, 0.2], [-0.7, -0.2, -0.1], [-0.1, 0.0, 0.0], [0.5, 0.3, -0.5], [0.3, 0.1, -0.2], [-0.5, 0.6, 0.1], [0.4, -0.7, 0.3], [0.2, 0.1, 0.1], [-0.2, -0.2, 0.0], [-0.2, 0.1, -0.2], [0.0, 0.0, -0.2], [-0.5, -0.6, -0.5], [0.0, -0.9, 0.2], [0.2, -0.1, 0.0], [0.0, -0.1, 0.0], [0.2, -0.2, -0.1], [0.1, 0.3, -0.8], [-0.2, 0.2, 0.1], [0.6, 0.3, 0.5], [-0.4, -0.2, -0.5], [0.5, 0.7, 0.2], [-0.1, -0.3, -0.9], [-0.7, -0.2, 0.0], [-0.9, -0.7, -0.1], [-0.1, 0.1, 0.2], [-0.2, 0.0, 0.1], [0.2, 0.2, 0.0], [0.0, 0.0, 0.1], [-0.1, 0.0, -0.2], [0.2, -0.1, 0.0], [0.0, -0.2, 0.1], [0.0, -0.2, 0.1], [0.0, -0.2, 0.1], [0.1, 0.2, 0.0], [0.0, 0.2, 0.2], [0.1, 0.0, -0.1], [-0.1, 0.0, 0.1], [0.1, 0.0, 0.1], [0.0, -0.1, 0.1], [-0.1, -0.1, -0.2], [0.1, 0.2, 0.0], [0.1, 0.0, 0.0], [0.0, -0.1, 0.0], [0.1, 0.1, -0.1], [-0.2, 0.1, 0.2], [-0.2, 0.2, 0.0], [0.0, -0.1, 0.0], [-0.1, 0.0, 0.0], [0.0, 0.0, 0.1], [0.3, 0.1, -0.1], [0.0, 0.1, 0.1], [-0.1, 0.0, -0.1], [0.2, 0.1, -0.2], [0.2, 0.0, 0.0], [0.0, 0.1, -0.2], [-0.1, 0.1, 0.2], [0.1, 0.1, 0.0], [-0.1, 0.0, 0.0], [0.0, 0.0, 0.1], [0.2, 0.0, -0.1], [0.1, 0.0, 0.2], [-0.2, -0.1, 0.0], [-0.1, -0.3, 0.0], [-0.1, 0.1, -0.1], [0.2, -0.1, 0.1], [0.2, 0.1, 0.0], [0.1, 0.0, -0.1], [0.0, -0.3, -0.1], [0.2, -0.2, 0.1], [0.1, 0.0, -0.2], [0.0, 0.1, 0.2], [0.0, 0.1, 0.2], [-0.2, -0.1, -0.1], [0.0, -0.2, -0.2], [0.1, -0.2, -0.1], [-0.2, 0.2, -0.1], [-0.1, 0.1, 0.0], [0.0, 0.0, -0.1], [-0.1, 0.0, -0.1]]
}